1.
An isolated ion of composition HNO2PS and charge -1, computed with the ωB97M-V functional and the def2-TZVPD basis.

Each line ends with the Mulliken charge.
Cartesian coordinates (Å):
N1 0.5793 -0.5699 -0.3725  -0.33
O1 -1.0164 -1.0641 1.8605  -0.54
O2 -0.6166 1.2215 1.1364  -0.57
P1 -0.0182 0.3203 -1.4653  -0.06
S1 -0.0372 -0.0617 1.4763  0.50
H1 1.1091 0.1539 -2.6354  -0.01

Forces on atoms 1 to 2 (eV/Å):
N 0.4 -0.5 1.1
O -0.4 -0.5 0.0

## Properties
E_LUMO, eV: 3.99
Net charge: -1



2.
A 2-piece molecular cluster, C3H10NO overall, computed with the ωB97M-V functional and the def2-TZVPD basis.

Each line ends with the Mulliken charge.
Cartesian coordinates (Å):
C1 -1.7860 1.7644 0.2645  -0.85
O1 -1.4540 0.9984 -0.7585  -0.84
H1 -2.0385 1.1831 1.1361  0.21
H2 -1.1029 2.5261 0.6909  0.20
H3 -2.6825 2.3198 0.0247  0.30
C2 0.5767 -1.6576 0.6774  -0.68
C3 1.2246 -1.0694 -0.5693  -0.63
N1 1.1074 0.3656 -0.8467  -0.69
H4 1.3427 -2.1167 1.3289  0.30
H5 -0.0129 -0.7492 1.1518  0.08
H6 -0.2220 -2.3340 0.2901  0.22
H7 2.3793 -1.0890 -0.6840  0.28
H8 1.1382 -1.6225 -1.4279  0.50
H9 0.2082 0.5642 -1.2725  0.38
H10 1.3217 0.9168 -0.0056  0.21

Forces on atoms 1 to 2 (eV/Å):
C -0.5 0.0 -0.1
O 0.6 -0.7 -1.4

## Properties
E_LUMO, eV: 4.31
Net charge: -1



3.
An isolated ion of composition C4H10N3 and charge +1, computed with the ωB97M-V functional and the def2-TZVPD basis.

Each line ends with the Mulliken charge.
Cartesian coordinates (Å):
N1 -0.8311 -1.0367 -1.9003  -0.59
C1 0.2722 -0.4871 -1.1716  0.02
C2 0.0993 1.2558 -0.8171  -0.79
C3 -0.1263 1.2278 0.6969  -0.47
C4 0.0378 -0.1646 1.1143  0.38
N2 0.0681 -0.4303 2.4227  -0.41
N3 0.3632 -1.0060 0.1901  -0.13
H1 -0.5944 -1.5246 -2.7049  0.24
H2 -1.5699 -0.4796 -2.1793  0.21
H3 1.2767 -0.9098 -1.6145  0.37
H4 -0.7237 1.4750 -1.4890  0.34
H5 1.0155 1.6505 -1.3078  0.32
H6 -1.0541 1.6621 1.1469  0.40
H7 0.7397 1.7859 1.1829  0.33
H8 0.1169 0.2865 3.1456  0.24
H9 0.1230 -1.3749 2.9137  0.25
H10 0.7873 -1.9300 0.3712  0.29

Forces on atoms 1 to 2 (eV/Å):
N 1.4 -0.4 1.7
C 1.0 1.0 -1.0

## Properties
E_LUMO, eV: -3.27
SMILES string: N[C@H]1CCC(=[NH2+])N1
Net charge: +1



4.
A 4-piece molecular cluster, C4H14IO4 overall, computed with the ωB97M-V functional and the def2-TZVPD basis.

Each line ends with the Mulliken charge.
Cartesian coordinates (Å):
I1 1.1265 0.2835 0.6697  -0.64
C1 3.2978 1.5123 -2.7387  -0.47
O1 2.8696 2.2941 -1.6371  -0.45
H1 3.6323 0.5359 -2.3685  0.21
H2 2.4864 1.3034 -3.4479  0.23
H3 4.0978 2.0279 -3.2661  0.22
H4 2.2664 1.7155 -1.1296  0.13
C2 -0.9391 2.5856 3.8443  -0.48
O2 -1.2946 2.4396 2.4810  -0.45
H5 0.1232 2.7578 4.0315  0.23
H6 -1.5793 3.3572 4.2647  0.21
H7 -1.1676 1.6353 4.3519  0.22
H8 -0.6227 1.8962 2.0367  0.17
C3 -1.9446 -2.9223 -0.1728  -0.27
C4 -1.6809 -2.0707 -1.4117  -0.48
O3 -0.5734 -2.5473 -2.1584  -0.53
O4 -0.8014 -2.8669 0.6818  -0.49
H9 -2.0671 -3.9773 -0.4158  0.26
H10 -2.8292 -2.5476 0.3557  0.25
H11 -1.4667 -1.0412 -1.1068  0.29
H12 -2.5750 -2.0564 -2.0399  0.31
H13 0.1877 -2.3813 -1.5842  0.36
H14 -0.5461 -1.9333 0.7604  0.18

Forces on atoms 1 to 2 (eV/Å):
I -0.2 -0.1 0.0
C -0.4 -0.4 0.4

## Properties
E_LUMO, eV: 3.49
Net charge: -1



5.
A 5-piece molecular cluster, C40H57Br2N4O6P overall, computed with the ωB97M-V functional and the def2-TZVPD basis.

Each line ends with the Mulliken charge.
Cartesian coordinates (Å):
C1 -3.1662 2.3340 -0.9302  -0.51
C2 -2.8619 0.7488 -1.0764  0.23
O1 -3.0359 0.2429 -2.4273  -0.38
C3 -2.0376 0.7318 -3.3235  0.25
O2 -2.3244 1.7306 -4.0224  -0.55
C4 -0.6305 -0.0702 -3.4186  0.76
C5 0.5119 0.7168 -4.1964  -0.75
C6 1.9174 0.8934 -3.4652  -0.97
C7 1.9125 0.8709 -1.8775  -0.20
C8 1.1680 1.7682 -1.0376  1.12
P1 0.0726 3.1309 -1.8116  0.41
O3 0.8003 3.7889 -3.2111  -0.48
Br1 -0.0839 4.9321 -0.3941  -0.21
C9 1.2545 1.5562 0.5665  -0.14
O4 1.2854 2.4867 1.4018  -0.45
C10 1.3562 0.0049 1.0134  0.70
C11 0.6649 -0.5998 2.2551  -0.07
C12 -0.2255 0.2955 3.2185  -1.03
C13 0.8252 1.2227 4.2140  0.35
C14 0.1580 2.6594 4.7439  -0.73
O5 0.3891 1.3731 5.6539  -0.49
C15 0.8409 -2.1447 2.5247  0.97
C16 0.0763 -2.7527 3.7845  -0.85
Br2 -0.1749 -4.7392 3.6989  -0.12
C17 0.6959 -2.3476 5.2110  -0.07
C18 -0.4722 -2.5442 6.3047  -0.98
C19 1.7029 -3.0685 1.6393  -1.08
C20 2.4112 -2.4665 0.3747  0.21
C21 3.3015 -3.3989 -0.5999  -0.41
C22 4.8971 -3.2178 -0.3604  -1.01
C23 2.1973 -0.9660 0.0939  0.21
C24 2.8415 -0.2744 -1.2086  -0.61
O6 3.9458 -0.6074 -1.7046  -0.59
H1 -4.2730 2.5559 -0.6987  0.09
H2 -2.8014 2.9515 -1.8145  0.16
H3 -2.5734 2.6701 0.0054  0.15
H4 -3.6736 0.2311 -0.4357  0.33
H5 -1.8563 0.4456 -0.5920  -0.09
H6 -0.3860 -0.4411 -2.3728  -0.71
H7 -0.8910 -1.0152 -4.0353  0.43
H8 0.7124 0.1387 -5.1785  0.38
H9 0.1624 1.7590 -4.5530  0.31
H10 2.3680 1.9069 -3.7844  0.24
H11 2.6553 0.1058 -3.8785  0.32
H12 1.6618 4.2257 -3.0269  0.40
H13 -0.8536 -0.2790 3.9734  0.26
H14 -0.8017 1.0479 2.5877  0.43
H15 1.9927 1.2186 3.9453  0.32
H16 -0.9624 2.7938 4.5603  0.26
H17 0.8330 3.5098 5.0701  0.36
H18 -0.9941 -2.3164 3.7622  0.53
H19 0.9902 -1.2351 5.2112  0.11
H20 1.5942 -3.0440 5.3873  0.43
H21 -1.3777 -3.1266 5.9335  0.29
H22 -0.0031 -3.0233 7.2447  0.29
H23 -0.8331 -1.4951 6.6211  0.27
H24 1.8728 -4.1777 1.8215  0.30
H25 3.1107 -3.1592 -1.7038  0.35
H26 3.0189 -4.5247 -0.4759  0.42
H27 5.0219 -2.3936 0.4251  0.32
H28 5.4305 -4.1827 -0.0386  0.31
H29 5.4235 -2.8651 -1.3170  0.20
C25 -3.4764 -5.2387 -1.2821  -1.13
C26 -4.0865 -3.9199 -1.7457  -0.55
C27 -3.1290 -3.0896 -2.6037  -0.20
C28 -1.8987 -2.7499 -1.8134  0.31
N1 -0.9316 -2.4858 -1.1885  -0.45
H30 -2.6040 -5.0768 -0.6436  0.32
H31 -4.2034 -5.8092 -0.6990  0.35
H32 -3.1696 -5.8504 -2.1360  0.29
H33 -4.3923 -3.3425 -0.8674  0.28
H34 -4.9914 -4.1302 -2.3234  0.36
H35 -3.6151 -2.1634 -2.9212  0.14
H36 -2.8371 -3.6440 -3.5001  0.40
C29 7.0473 -6.8440 -2.4148  -0.95
C30 6.5388 -8.1919 -1.9141  -0.44
C31 5.0129 -8.2519 -1.8121  -0.38
C32 4.5244 -7.2115 -0.8460  0.26
N2 4.1405 -6.3926 -0.0872  -0.48
H37 6.7846 -6.0340 -1.7292  0.20
H38 8.1366 -6.8567 -2.4992  0.33
H39 6.6323 -6.6096 -3.3998  0.30
H40 6.9841 -8.3976 -0.9355  0.30
H41 6.8818 -8.9767 -2.5947  0.31
H42 4.6977 -9.2385 -1.4631  0.30
H43 4.5551 -8.0760 -2.7893  0.27
C33 1.5338 8.9035 3.0499  -1.17
C34 2.1929 7.8390 2.1789  -0.60
C35 1.5389 6.4629 2.3228  0.16
C36 1.6463 5.9974 3.7453  0.28
N3 1.7336 5.6314 4.8638  -0.59
H44 1.6226 8.6660 4.1131  0.36
H45 2.0135 9.8728 2.8931  0.35
H46 0.4717 9.0061 2.8074  0.29
H47 3.2540 7.7742 2.4403  0.31
H48 2.1380 8.1520 1.1321  0.34
H49 2.0361 5.7403 1.6711  0.15
H50 0.4847 6.5070 2.0375  0.08
C37 -6.5536 5.0336 -3.0761  -0.90
C38 -7.9078 4.6328 -2.5004  -0.43
C39 -8.0520 4.9835 -1.0175  -0.39
C40 -7.0043 4.2635 -0.2184  0.26
N4 -6.1789 3.6981 0.4079  -0.47
H51 -5.7338 4.5017 -2.5862  0.15
H52 -6.5067 4.7912 -4.1405  0.32
H53 -6.3825 6.1086 -2.9640  0.30
H54 -8.0488 3.5565 -2.6421  0.28
H55 -8.6977 5.1375 -3.0645  0.30
H56 -9.0407 4.6898 -0.6558  0.28
H57 -7.9415 6.0604 -0.8647  0.27

Forces on atoms 1 to 2 (eV/Å):
C 0.4 -0.2 0.8
C -1.0 0.7 1.7

## Properties
E_LUMO, eV: -1.17
SMILES string: CCOC(=O)CCCC1=C(P(O)Br)C(=O)c2c(C[C@H]3CO3)c([C@@H](Br)CC)cc(CC)c2C1=O.CCCC#N.CCCC#N.CCCC#N.CCCC#N



6.
A 10-piece molecular cluster, C18H44BrN10O18 overall, computed with the ωB97M-V functional and the def2-TZVPD basis.

Each line ends with the Mulliken charge.
Cartesian coordinates (Å):
C1 -3.9388 -1.0481 0.2406  -0.75
C2 -2.5329 -0.8224 0.1946  0.13
N1 -1.0648 -0.7645 -0.2665  0.58
Br1 -0.8389 0.8761 -1.1364  0.14
C3 -0.7030 -1.8517 -1.2595  -0.44
C4 -1.9528 -2.4096 -2.1619  -0.55
C5 -2.6924 -3.7587 -1.5093  -0.52
C6 -0.2237 -0.9705 0.9696  -0.82
C7 0.2421 0.3918 1.7473  0.67
C8 -1.0063 1.2759 2.3861  -0.96
C9 1.1227 -0.1219 3.0739  -0.99
H1 -5.0214 -1.3920 0.5631  0.38
H2 0.0743 -1.3684 -2.0245  0.29
H3 -0.1620 -2.7815 -0.8000  0.37
H4 -1.4808 -2.8009 -3.1859  0.40
H5 -2.7368 -1.5854 -2.4806  0.23
H6 -2.0222 -4.7346 -1.6269  0.32
H7 -3.7515 -3.9267 -2.0329  0.06
H8 -2.9147 -3.5784 -0.3601  0.12
H9 -0.9059 -1.5782 1.7381  0.25
H10 0.7378 -1.6286 0.8160  0.36
H11 1.0141 1.0643 1.1329  0.15
H12 -0.6814 1.8735 3.3654  0.42
H13 -1.9585 0.6404 2.6361  0.14
H14 -1.2653 2.1189 1.5891  0.22
H15 2.2629 -0.1131 2.7407  0.18
H16 0.9332 0.5469 4.0227  0.32
H17 0.8273 -1.2629 3.2541  0.34
C10 -3.8145 2.6532 -2.3139  -0.32
N2 -4.3366 3.7776 -1.4912  0.86
O1 -3.8177 4.8878 -1.6556  -0.52
O2 -5.2527 3.5139 -0.7036  -0.51
H18 -3.0161 3.0277 -2.9580  0.33
H19 -3.4330 1.8932 -1.6290  -0.19
H20 -4.6439 2.2692 -2.9113  0.32
C11 -5.0062 -7.9405 -0.4835  -0.75
N3 -4.7205 -6.7893 -1.3816  0.76
O3 -4.2423 -7.0436 -2.4932  -0.50
O4 -4.9844 -5.6627 -0.9454  -0.41
H21 -4.7267 -8.8646 -0.9938  0.31
H22 -4.4129 -7.8061 0.4233  0.30
H23 -6.0757 -7.9296 -0.2637  0.30
C12 -5.0624 8.1169 -1.1286  -0.53
N4 -4.7767 9.2681 -2.0267  0.83
O5 -4.2985 9.0138 -3.1382  -0.51
O6 -5.0406 10.3947 -1.5905  -0.51
H24 -4.7829 7.1928 -1.6389  0.18
H25 -4.4692 8.2513 -0.2218  0.27
H26 -6.1319 8.1279 -0.9088  0.28
C13 -4.9591 -2.6961 4.1398  -0.68
N5 -4.1025 -3.8142 3.6606  0.86
O7 -4.6738 -4.8469 3.2917  -0.49
O8 -2.8807 -3.6237 3.6683  -0.51
H27 -6.0057 -3.0014 4.0782  0.32
H28 -4.6788 -2.4862 5.1741  0.30
H29 -4.7696 -1.8359 3.4945  0.20
C14 4.6346 2.7123 0.3517  -0.29
N6 3.6785 1.9869 1.2311  0.94
O9 3.3550 0.8425 0.8929  -0.58
O10 3.2799 2.5870 2.2361  -0.52
H30 4.8995 2.0681 -0.4894  0.09
H31 4.1373 3.6190 0.0014  0.34
H32 5.5174 2.9489 0.9491  0.00
C15 8.9998 3.7518 2.2786  -0.86
N7 7.6606 3.4625 1.6985  0.84
O11 7.6055 2.6224 0.7929  -0.46
O12 6.7024 4.0868 2.1688  -0.56
H33 9.7449 3.1343 1.7725  0.40
H34 9.2055 4.8123 2.1198  0.33
H35 8.9572 3.5104 3.3426  0.31
C16 10.6807 -0.5746 0.6711  -0.71
N8 10.1586 0.5498 1.4938  0.87
O13 10.6775 1.6600 1.3294  -0.57
O14 9.2425 0.2861 2.2814  -0.50
H36 11.4791 -0.2001 0.0270  0.31
H37 11.0621 -1.3346 1.3560  0.29
H38 9.8513 -0.9586 0.0736  0.26
C17 6.8579 1.0795 -1.8423  -0.76
N9 8.0895 0.4958 -2.4390  0.88
O15 8.7447 1.2154 -3.2017  -0.51
O16 8.3636 -0.6683 -2.1249  -0.53
H39 6.7410 2.1032 -2.2041  0.35
H40 6.0146 0.4609 -2.1560  0.35
H41 6.9789 1.0654 -0.7572  0.25
C18 -7.0632 -3.5400 -2.6795  -0.72
N10 -8.4023 -3.8293 -3.2595  0.86
O17 -8.4574 -4.6694 -4.1651  -0.49
O18 -9.3605 -3.2050 -2.7893  -0.52
H42 -6.3180 -4.1575 -3.1855  0.31
H43 -6.8574 -2.4795 -2.8383  0.29
H44 -7.1058 -3.7814 -1.6155  0.26

Forces on atoms 1 to 2 (eV/Å):
C 10.3 1.1 0.0
C -9.9 -2.1 -0.2

## Properties
E_LUMO, eV: -4.90
Net charge: +1



Number 1: orbital gap 7.86 eV, maximum force 0.0421 Eh/bohr. Number 2: orbital gap 6.39 eV, maximum force 0.0968 Eh/bohr. Number 3: orbital gap 10.43 eV, maximum force 0.0885 Eh/bohr. Number 4: orbital gap 8.21 eV, maximum force 0.0252 Eh/bohr. Number 5: orbital gap 7.28 eV, maximum force 0.0884 Eh/bohr. Number 6: orbital gap 7.33 eV, maximum force 0.2016 Eh/bohr.